[1]
DFT (the ωB97M-V functional and the def2-TZVPD basis) results for C55H43N18PPtSe as an isolated structure.

CARTESIAN COORDINATES (ANGSTROEM)
N: 1.20834 -1.14116 1.85028
H: -1.71893 3.65923 -3.91894
H: -5.23185 1.53289 -2.69671
C: -2.20585 -2.70317 0.87453
C: -1.04708 -4.85090 -2.17099
H: -4.90600 2.14101 -0.32871
C: -4.88553 3.88816 -5.10142
C: 2.97751 6.08591 3.78737
H: 2.40995 0.03030 -4.59901
C: -1.41763 0.44041 -4.65824
C: 1.58647 -2.36233 2.20375
H: 0.49128 3.52776 4.34298
Se: 4.04311 -2.27956 -4.32934
H: -3.84363 -0.82425 4.12917
H: -6.55671 2.75159 -4.37975
H: -3.04526 4.86503 -5.61904
C: -1.92409 -4.71573 3.59503
H: -3.78051 2.91286 0.80488
C: -4.75358 2.28011 -3.32025
H: 4.17601 1.97904 -3.10320
C: 5.00286 3.94702 -0.76890
H: -5.61182 -5.38070 4.54235
C: 3.06840 2.62993 -0.01307
C: -5.49943 2.95681 -4.27578
C: -0.72131 0.65473 -3.46852
C: 3.79410 3.74330 0.06495
N: 5.05633 -0.89795 -3.75984
C: -1.43516 1.09659 -2.25492
C: -4.25791 -4.12685 3.45065
H: 5.15654 1.05562 0.39018
N: 1.11623 -1.37151 3.98368
N: 1.07642 -4.74309 -0.54209
H: -5.04154 -3.48211 3.06874
N: 0.42930 2.54595 2.51609
Pt: 0.43189 -0.35728 -0.01732
C: 3.60896 3.38578 3.57497
C: 4.66141 -0.60754 -2.56279
C: -1.55862 -3.57215 -1.51263
H: 1.17077 -0.31525 -6.71043
N: 3.08599 -2.34279 -2.79407
H: -3.28052 -5.14993 0.98162
H: 2.73080 7.13642 3.86682
C: -3.57521 -6.02558 4.75714
C: -2.24800 -5.78108 4.42353
C: 0.65571 0.46806 -3.45416
C: 4.41301 4.22963 4.32667
C: -2.93189 -3.89084 3.10091
C: 4.55470 0.56460 -0.37088
C: 1.93094 2.35282 0.90295
H: -2.91024 -7.10099 -0.46436
C: 1.20906 -3.57471 0.20382
C: 4.55079 1.89807 -2.08015
H: -0.88741 -4.50717 3.34908
N: -2.45307 -1.48615 2.68804
C: 0.63911 -0.06429 -5.80166
H: -2.19374 -0.16294 4.27804
N: 0.88905 -0.54641 3.01927
H: 3.84275 2.33033 3.49694
C: -2.78014 3.46487 -4.02047
N: 1.56075 -2.55915 3.49267
C: -4.57953 -5.19632 4.27559
H: 1.21461 0.61651 -2.53892
N: 1.91875 -3.42646 1.31765
H: -2.49449 0.54608 -4.68593
C: -2.58575 1.83526 -2.16129
H: 6.25224 3.31080 -2.32728
C: -2.58168 -2.76671 2.20725
C: -0.74312 0.07699 -5.81338
H: 4.73572 6.24030 5.00443
N: 3.16580 -1.38355 -0.66662
C: -3.98547 2.71213 -0.24244
H: -0.46457 2.03746 4.33600
C: 1.66360 2.98924 2.08619
H: -1.27376 -7.03134 -2.31515
C: -3.39184 2.53331 -3.18625
C: 4.10234 5.58087 4.42561
H: -1.11103 3.52365 3.58170
C: -2.68594 -4.99395 0.09006
H: 5.28127 3.83469 4.83747
H: -5.46728 4.41917 -5.84332
C: -1.99397 -0.70916 1.66624
C: -2.16653 -3.77716 -0.13668
C: 2.48965 3.89043 2.92132
C: -2.42939 -6.17224 -0.74430
C: 1.33298 0.12749 -4.61626
H: -1.46508 -6.41497 4.81856
H: 2.33114 -4.24770 1.73788
H: 3.59081 -0.68626 1.18064
N: -0.02150 -3.10720 -1.43775
C: 3.51809 1.57637 -0.97381
C: 5.24062 0.52920 -1.76481
C: 3.58273 -1.42798 -2.02362
H: -3.82651 -6.85977 5.39910
H: 5.59246 4.83458 -0.57823
C: -0.21759 2.93561 3.77477
C: -3.52517 4.13956 -4.97559
H: 6.32834 0.51131 -1.79584
H: 3.53384 4.53299 0.75726
C: 2.17170 5.24075 3.03685
H: 2.67104 1.02477 -1.37941
N: -1.82730 -1.42622 0.59297
H: 1.29970 5.63493 2.52645
C: -1.56767 -6.15084 -1.76295
N: -2.86072 1.96221 -0.81014
H: -0.93939 -4.74614 -3.24529
C: -2.78240 -1.04639 4.04819
P: -1.78055 1.12603 1.69397
C: 5.36986 3.10764 -1.73030
N: -1.02660 0.79155 -0.97846
H: -1.29946 -0.09067 -6.72650
H: -2.51442 -1.83483 4.74530
C: -0.03168 1.66297 1.63225
C: -1.91044 1.31102 -0.12262
N: 0.86267 1.48959 0.64193
H: -2.11921 -2.90065 -2.15440
N: 0.38065 -4.37345 -1.54065
N: 0.51153 -2.59680 -0.35943
C: 3.79318 -0.59940 0.11356
H: -4.09116 3.64943 -0.78115

## Properties
* electronic energy: -5968.76092 Eh
* LUMO level: -6.4 eV
* highest occupied orbital energy: -12.1032 eV
* energy relative to the best compared isomer or geometry (same formula, charge and spin): 47.0 kcal per mole
* total charge: +2

These are the Mulliken partial charges, in e, on atoms 1 to 6: 0.28, 0.48, 0.46, 0.58, -0.04, 0.34

[2]
DFT (the ωB97M-V functional and the def2-TZVPD basis) results for one molecule with the formula C8H16N2O.

CARTESIAN COORDINATES (ANGSTROEM)
H: 1.59464 0.45972 3.42078
H: -1.15663 1.60352 -2.69286
H: -0.63986 2.23960 -1.11995
H: -2.61039 -0.39802 0.40403
C: -1.09378 0.11689 -0.97887
H: 0.74901 -1.15225 1.49545
H: 1.45319 1.33605 0.19998
C: 2.89037 0.25516 1.50222
H: -2.85047 1.17304 -0.42341
C: 1.11810 -1.06517 -1.73096
H: 3.28216 -0.84468 1.72279
C: -2.12365 0.50028 0.09884
H: -1.60959 1.12006 0.90081
N: -0.04746 -0.70734 -0.36067
H: 2.24540 2.02678 2.61113
H: 0.46009 1.14259 -1.96069
H: -2.83223 -0.37445 -2.14354
C: 1.97989 0.99082 2.41755
H: -1.84954 -1.76507 -1.69191
O: 2.32159 -1.07829 -1.50363
C: -0.59396 1.32982 -1.74660
C: -1.81519 -0.77141 -2.01218
H: 3.78052 0.76544 1.04690
H: -1.41896 -0.87234 -3.02836
H: 0.44750 -1.21484 -2.64127
C: 1.53508 0.62239 1.08391
N: 0.44468 -0.37929 0.80683

## Properties
* electronic energy: -498.98919 Eh
* LUMO level: 0.9 eV
* highest occupied orbital energy: -7.8560 eV
* energy relative to the best compared isomer or geometry (same formula, charge and spin): 123.5 kcal per mole
* structure (SMILES): CC(C)(C)N(C=O)NC1CC1

These are the natural (NBO) partial charges, in e, on atoms 1 to 6: 0.22, 0.22, 0.21, 0.22, 0.10, 0.35

[3]
DFT (the ωB97M-V functional and the def2-TZVPD basis) results for a 2-piece molecular cluster, C4H13NO2 overall.

CARTESIAN COORDINATES (ANGSTROEM)
C: 0.37454 -0.14227 1.31211
H: 0.16106 0.36939 2.21312
O: 1.74894 -1.86004 0.41239
H: 2.51116 -0.03853 0.86298
H: -1.25769 0.00018 -1.41878
C: 1.81034 -0.75438 1.26584
H: -0.35410 -0.93781 1.11270
H: 0.79669 1.88477 0.40470
O: -3.36788 -0.07445 -0.28902
H: -2.46000 -0.21537 0.05590
H: -3.44975 -0.67437 -0.92109
H: 2.08362 -1.06846 2.31529
H: -1.10730 1.28801 -2.34928
H: -0.88818 1.17285 0.35860
H: 1.04156 1.62319 -1.60029
H: 1.14433 -2.56792 0.74131
C: 0.19124 1.03351 0.31843
C: 0.53704 0.71118 -1.23999
N: -0.69901 0.38334 -2.01178
H: 1.18339 -0.13283 -1.54314

## Properties
* electronic energy: -365.01699 Eh
* LUMO level (alpha / beta): -3.4 / -9.1 eV
* highest occupied orbital energy (alpha / beta): -14.1226 / -14.1001 eV
* energy relative to the best compared isomer or geometry (same formula, charge and spin): 81.6 kcal per mole
* total charge: +1
* 2S+1: 2

These are the natural (NBO) partial charges, in e, on atoms 1 to 6: -0.42, 0.24, -0.73, 0.19, 0.35, -0.06

[4]
DFT (the ωB97M-V functional and the def2-TZVPD basis) results for a 2-piece molecular cluster, C3H8NO2S overall.

CARTESIAN COORDINATES (ANGSTROEM)
N: 0.50288 1.13291 -0.34767
C: -0.64816 0.99519 0.54511
H: 1.94259 1.03848 1.20424
H: 1.43806 -2.99671 -0.78982
H: -2.42653 -0.25860 0.72785
O: 2.75584 1.02248 -0.63013
H: -1.16182 1.93486 0.74992
C: -1.50807 -0.16687 0.14053
H: -1.15409 -1.16568 0.24180
S: -2.33228 0.07343 -1.47321
H: -0.36387 0.89361 1.57475
H: 0.27176 1.26240 -1.32370
C: 1.75896 1.12887 0.10036
O: 0.61787 -2.91309 -0.25706
H: 0.30683 -1.98129 -0.46297

## Properties
* electronic energy: -722.56098 Eh
* LUMO level: 3.6 eV
* highest occupied orbital energy: -2.7321 eV
* energy relative to the best compared isomer or geometry (same formula, charge and spin): 44.6 kcal per mole
* total charge: -1

These are the natural (NBO) partial charges, in e, on atoms 1 to 6: -0.61, -0.24, 0.10, 0.46, 0.21, -0.67

[5]
DFT (the ωB97M-V functional and the def2-TZVPD basis) results for a 9-piece molecular cluster, C43H49Cl4N4O13 overall.

CARTESIAN COORDINATES (ANGSTROEM)
C: -5.85908 8.84336 3.29315
C: -6.43707 3.69026 -9.80319
H: 1.94739 4.15453 1.97882
C: 2.36418 -7.73990 7.97436
H: 0.39107 2.92676 -0.01462
C: 4.50355 1.91806 2.12879
C: 4.12539 -9.44307 8.65775
C: 0.98895 -5.30841 4.61879
C: 0.38645 -4.70076 3.60126
H: 8.15450 -6.69562 13.04376
C: 8.47962 -0.03532 5.70304
C: -5.96640 3.77590 -12.11186
H: 1.60594 -4.68702 5.25093
N: 2.46106 2.86956 0.48623
H: -5.11652 3.80581 -12.77759
H: -5.02943 8.14321 3.19534
O: 2.59892 7.51949 7.77049
C: 1.33979 3.34972 -0.34497
C: 1.79729 -7.40822 5.65038
H: 2.27977 -7.40508 8.99767
H: 2.97767 1.39620 -0.89144
O: 7.84775 -5.38883 11.37864
C: -5.41559 10.07970 2.62969
H: 1.47480 3.52364 -1.41250
H: 8.17790 -4.98934 13.33190
C: 8.42250 -5.74412 12.58452
O: 5.38119 -7.29209 -1.39947
H: 7.87884 2.36411 5.08091
C: 5.54839 1.36333 3.02718
H: 4.90321 0.65188 0.46475
H: 1.21120 -6.11671 7.27324
H: -6.22338 10.80175 2.74894
H: 1.76112 9.36327 7.91721
C: 5.79438 -0.02635 3.11781
O: 3.98598 3.97040 -7.10650
C: -7.80236 3.32816 -10.12726
H: -4.53710 4.14580 -10.61262
O: 4.07654 6.14725 -6.09050
C: 1.65606 -7.04880 6.95747
H: -10.27216 0.54242 -16.59253
H: -8.24257 1.72288 -16.14074
C: -0.14021 -6.67586 2.49650
H: 4.08119 -10.51585 8.46992
H: 9.25435 -0.57561 5.15901
C: -0.92616 -4.60054 1.56692
N: 3.15916 -8.73527 7.71876
Cl: -5.13039 9.80666 0.81660
N: -0.24179 -5.36484 2.57737
H: -0.69585 -4.98382 0.57286
O: 6.00398 4.76320 -6.04942
O: -4.88911 2.00400 2.07177
C: 4.22010 1.38769 0.86268
H: 3.86036 -9.27639 9.70183
C: -9.57082 2.75923 -11.72917
O: -6.62535 3.30505 -14.75828
H: 3.79132 -10.07124 6.34306
H: 0.41786 -8.43733 3.42517
H: 0.43843 -3.62806 3.71534
H: -4.55445 10.50319 3.14661
H: -0.59466 -7.16932 1.65011
C: 0.40372 -7.36769 3.57375
H: -6.18244 3.82362 -8.76215
H: -11.75811 1.54948 -12.63842
C: -8.95167 1.63274 -15.33114
C: -7.21680 3.39132 -12.46095
H: 5.09602 -9.01054 8.41507
H: -6.73094 8.34754 2.86638
H: 0.55193 8.19535 7.68431
H: 1.39084 8.59934 6.32958
H: 1.33845 4.41145 -0.09836
H: -6.09390 0.49934 2.78967
O: 3.41223 -7.50629 -2.72080
C: -8.17443 3.18881 -11.45362
C: 3.15600 1.77173 0.10534
O: -10.54300 2.77826 -10.86752
C: -10.16821 1.02010 -15.62951
C: 2.54586 -8.56581 5.40431
C: 1.10687 -6.68651 4.59322
H: 9.06006 0.76771 6.15727
O: 5.23311 5.64964 -8.06811
H: -12.14361 0.68688 -14.88696
C: 3.65225 2.91023 2.54321
O: 4.06491 -5.54542 -1.78623
H: -6.72113 2.16077 2.74209
C: -8.78113 2.31672 -14.13512
O: 5.30846 -6.29162 -3.52706
C: -7.48574 3.05896 -13.92397
C: 7.32129 1.67421 4.46480
C: 6.64513 -0.47302 4.13036
C: 3.16393 -9.19967 6.45770
C: 2.60040 3.33563 1.71542
N: 7.43944 0.40153 4.71829
Cl: 4.57463 -6.70164 -2.39953
H: -8.52113 3.18443 -9.33410
C: 1.57545 8.42750 7.39000
Cl: 4.83721 5.12755 -6.80026
H: 8.07038 -0.69155 6.47114
H: -1.97485 -4.59560 1.86413
C: -5.58536 3.99410 -10.82366
H: 5.25180 -0.84848 2.67498
C: -9.79630 2.19786 -13.12619
C: 6.35516 2.22844 3.75189
H: -6.62251 1.20308 1.23709
C: -11.00891 1.61957 -13.41314
Cl: -6.21534 9.21704 4.95440
H: 9.50458 -5.65842 12.48517
H: 3.77445 3.35661 3.51902
H: 2.56243 -9.01816 4.42375
H: 6.27050 3.30478 3.77887
C: -6.14780 1.41178 2.19583
C: -11.14415 0.98575 -14.60737
H: 6.67355 -1.50251 4.45552
H: -0.45132 -3.62944 1.70687

## Properties
* electronic energy: -4704.62494 Eh
* LUMO level: -3.2 eV
* highest occupied orbital energy: -4.3824 eV
* total charge: -1

These are the Mulliken partial charges, in e, on atoms 1 to 6: -0.40, -0.48, 0.41, -0.14, 0.39, 0.89

[6]
DFT (the ωB97M-V functional and the def2-TZVPD basis) results for a 2-piece molecular cluster, C2H5O2 overall.

CARTESIAN COORDINATES (ANGSTROEM)
H: -0.47538 0.19485 -1.24770
H: 0.01545 1.15197 0.61138
O: -0.26758 1.97635 1.09269
C: 0.15090 -1.35711 -0.01802
H: 1.03952 -1.82911 0.46406
O: -0.97569 -1.83564 0.27382
H: 1.32425 -0.01946 -1.34820
C: 0.41191 -0.25416 -0.81657
H: -1.22339 1.97231 0.98854

## Properties
* electronic energy: -229.68597 Eh
* LUMO level: 4.7 eV
* highest occupied orbital energy: -2.5617 eV
* energy relative to the best compared isomer or geometry (same formula, charge and spin): 24.6 kcal per mole
* total charge: -1

These are the natural (NBO) partial charges, in e, on atoms 1 to 6: 0.17, 0.50, -1.00, 0.27, 0.06, -0.78

- What is the formula in the third record?
  C4H13NO2